(1)
DFT (ωB97M-V/def2-TZVPD) results for 2 unconnected molecules or ions with the total composition C3H7NO2.

The geometry in XYZ format:
```
13
Properties=species:S:1:pos:R:3
C 1.780 -1.177 0.227
N 1.493 -0.154 -0.560
C 1.153 1.260 -0.199
H 2.579 -1.249 1.019
H 0.905 -1.726 0.429
H 2.018 1.947 -0.192
H 0.574 1.655 -1.039
H 0.638 1.490 0.730
O -2.957 0.828 0.167
C -2.716 -0.345 -0.161
O -1.516 -0.791 -0.492
H -3.434 -1.180 0.015
H -0.517 -0.559 0.056
```

charge: 0
calculated total energy: -8804.9385 eV
frontier orbital gap: 8.0 eV
LUMO level: -0.77 eV
SMILES: C=NC.O=CO
max |F|: 0.10071 Eh/bohr
ΔE to the lowest compared entry with this formula, charge and spin: 5.590 eV
HOMO energy: -8.8066 eV

***

(2)
DFT (ωB97M-V/def2-TZVPD) results for C16H23ClN2O4S in the gas phase.

The geometry in XYZ format:
```
47
Properties=species:S:1:pos:R:3
C -6.522 1.248 0.557
O -5.697 0.249 0.001
C -4.360 0.421 0.018
C -3.697 1.520 0.560
C -2.314 1.594 0.522
C -1.586 0.577 -0.059
S 0.198 0.643 -0.037
O 0.699 -0.143 -1.135
O 0.607 2.013 0.060
N 0.548 -0.140 1.375
C 0.789 0.633 2.569
C 1.035 -1.501 1.354
C 2.577 -1.522 1.345
O 3.230 -1.932 2.284
N 3.080 -1.015 0.215
C 4.490 -0.752 0.009
C 4.842 -0.941 -1.467
C 4.206 0.138 -2.343
C 4.614 1.528 -1.864
C 4.207 1.730 -0.407
C 4.853 0.665 0.474
C -2.215 -0.527 -0.606
C -3.593 -0.603 -0.568
Cl -4.407 -1.959 -1.242
H -7.541 0.891 0.419
H -6.326 1.380 1.625
H -6.398 2.203 0.038
H -4.255 2.324 1.011
H -1.793 2.445 0.927
H 1.778 0.416 2.978
H 0.033 0.408 3.326
H 0.738 1.684 2.299
H 0.671 -2.030 2.238
H 0.652 -1.978 0.452
H 2.437 -0.672 -0.487
H 5.032 -1.479 0.626
H 4.513 -1.930 -1.793
H 5.928 -0.895 -1.570
H 4.522 -0.007 -3.378
H 3.117 0.055 -2.317
H 4.142 2.288 -2.489
H 5.698 1.641 -1.957
H 3.119 1.683 -0.322
H 4.521 2.719 -0.069
H 5.940 0.771 0.438
H 4.539 0.788 1.512
H -1.630 -1.302 -1.072
```

charge: 0
calculated total energy: -51493.3846 eV
frontier orbital gap: 9.4 eV
LUMO level: 0.47 eV
SMILES: COc1ccc(S(=O)(=O)N(C)CC(=O)NC2CCCCC2)cc1Cl
max |F|: 0.01916 Eh/bohr
ΔE to the lowest compared entry with this formula, charge and spin: 0.042 eV
HOMO energy: -8.9336 eV

***

(3)
DFT (ωB97M-V/def2-TZVPD) results for C3H3NO3 in the gas phase.

The geometry in XYZ format:
```
10
Properties=species:S:1:pos:R:3
H 1.099 0.394 -2.140
N 1.306 -0.008 -1.241
C 0.417 0.006 -0.342
C 1.230 -0.737 0.845
O 1.104 -1.032 1.994
O -0.822 0.553 -0.631
C -1.896 0.571 0.221
O -2.969 0.936 -0.154
H 2.121 -0.914 0.228
H -1.591 0.231 1.221
```

charge: 0
calculated total energy: -10790.0584 eV
frontier orbital gap: 10.6 eV
LUMO level: -0.17 eV
SMILES: [H]/N=C(/C=O)OC=O
max |F|: 0.02758 Eh/bohr
ΔE to the lowest compared entry with this formula, charge and spin: 2.642 eV
HOMO energy: -10.7535 eV

***

(4)
DFT (ωB97M-V/def2-TZVPD) results for a molecular structure, C36H58AsN7O3PRbS3Si3.

The geometry in XYZ format:
```
113
Properties=species:S:1:pos:R:3
Rb -1.699 -0.665 0.496
C -4.253 -2.935 5.403
C -4.377 -1.421 5.425
O -5.050 -0.947 4.277
P -4.219 -0.704 2.883
S -2.665 0.448 3.322
S -4.125 -2.390 1.859
O -5.365 0.169 2.113
C -5.788 1.423 2.619
C -7.038 1.265 3.470
H -3.727 -3.278 6.288
H -3.710 -3.246 4.513
H -5.246 -3.379 5.371
H -3.387 -0.947 5.488
H -4.986 -1.099 6.280
H -5.992 2.053 1.744
H -4.972 1.878 3.196
H -7.847 0.847 2.874
H -7.346 2.228 3.871
H -6.832 0.589 4.297
S 0.980 -4.635 -4.821
C 0.445 -3.431 -3.620
C 1.367 -2.613 -2.965
C 0.883 -1.578 -2.197
N -0.411 -1.302 -2.043
C -1.284 -2.103 -2.661
C -0.915 -3.171 -3.447
C 0.623 -3.520 -6.164
C -0.555 -3.641 -6.901
C -0.829 -2.681 -7.851
N -0.039 -1.645 -8.116
C 1.079 -1.537 -7.399
C 1.456 -2.431 -6.422
H 2.426 -2.789 -3.068
H 1.556 -0.906 -1.675
H -2.327 -1.854 -2.530
H -1.654 -3.785 -3.938
H -1.231 -4.463 -6.723
H -1.735 -2.733 -8.445
H 1.699 -0.681 -7.635
H 2.366 -2.292 -5.860
N 4.641 -1.600 5.186
C 5.728 -2.277 5.664
C 6.496 -2.136 6.804
C 7.561 -3.012 6.964
C 7.838 -3.993 6.016
C 7.072 -4.142 4.876
C 6.000 -3.273 4.688
N 5.105 -3.187 3.671
C 4.296 -2.182 3.972
C 3.226 -1.736 3.149
C 2.406 -0.626 3.449
C 1.420 -0.261 2.565
N 1.167 -0.880 1.406
C 1.932 -1.949 1.133
C 2.943 -2.404 1.938
H 4.167 -0.834 5.631
H 6.279 -1.376 7.541
H 8.188 -2.931 7.841
H 8.676 -4.656 6.179
H 7.287 -4.903 4.143
H 2.540 -0.058 4.359
H 0.784 0.588 2.781
H 1.713 -2.451 0.199
H 3.534 -3.265 1.675
C 3.475 2.142 0.234
Si 2.610 2.226 -1.475
C 3.537 1.020 -2.653
C 3.128 3.931 -2.211
As 0.332 1.634 -1.152
Si -0.375 3.565 0.039
C 0.229 5.349 -0.391
C -2.295 3.708 -0.002
C 0.051 3.340 1.896
Si -0.468 2.113 -3.332
C -2.386 2.074 -3.317
C 0.082 0.836 -4.650
C -0.081 3.833 -4.125
H 4.555 2.060 0.151
H 3.118 1.283 0.796
H 3.262 3.034 0.817
H 4.609 1.200 -2.637
H 3.202 1.156 -3.678
H 3.374 -0.019 -2.387
H 4.208 4.047 -2.168
H 2.686 4.762 -1.675
H 2.832 4.013 -3.251
H 0.166 5.556 -1.456
H 1.262 5.482 -0.082
H -0.362 6.102 0.124
H -2.658 3.970 -0.992
H -2.660 4.467 0.686
H -2.744 2.756 0.286
H 1.065 2.971 2.021
H -0.626 2.618 2.349
H -0.032 4.268 2.456
H -2.732 1.239 -2.713
H -2.792 1.959 -4.319
H -2.797 2.994 -2.909
H -0.239 -0.160 -4.366
H 1.161 0.809 -4.763
H -0.345 1.059 -5.624
H -0.136 4.628 -3.388
H -0.800 4.060 -4.908
H 0.909 3.856 -4.570
N -5.751 -0.860 -0.566
C -4.747 0.015 -0.855
N -5.097 1.330 -0.925
O -3.607 -0.336 -1.107
H -6.534 -0.497 -0.047
H -5.413 -1.745 -0.197
H -6.045 1.637 -0.805
H -4.411 1.961 -1.305
```

charge: -1
spin multiplicity: 2
calculated total energy: -181777.8618 eV
frontier orbital gap (alpha / beta): 3.0 / 6.3 eV
expectation value of S²: 0.77
LUMO level (alpha / beta): 1.54 / 1.54 eV
max |F|: 0.03601 Eh/bohr
ΔE to the lowest compared entry with this formula, charge and spin: 1.254 eV
HOMO energy (alpha / beta): -1.4816 / -4.7191 eV

***

(5)
DFT (ωB97M-V/def2-TZVPD) results for a molecular structure, C36H42BN12OPtS.

The geometry in XYZ format:
```
94
Properties=species:S:1:pos:R:3
Pt 0.730 -0.898 -0.599
C 4.218 -0.339 -1.296
C 3.530 0.681 -0.458
C 4.070 1.821 0.155
C 3.037 2.362 0.882
N 1.936 1.598 0.699
N 2.248 0.578 -0.118
B 0.701 1.513 1.630
N 0.858 0.194 2.443
C 0.946 -0.073 3.767
C 0.999 -1.436 3.936
C 0.939 -1.972 2.643
C 0.944 -3.405 2.228
N 0.866 -0.983 1.758
N -0.642 1.394 0.878
C -1.795 2.063 1.090
C -2.823 1.356 0.511
C -2.218 0.228 -0.053
C -2.818 -0.934 -0.767
N -0.909 0.279 0.185
N 0.638 2.838 2.401
C 0.446 4.087 1.766
C 0.456 5.052 2.714
C 0.650 4.338 3.926
C 0.719 4.857 5.292
N 0.758 2.984 3.672
H 4.644 0.102 -2.197
H 3.520 -1.125 -1.583
H 5.037 -0.782 -0.730
H 5.083 2.179 0.093
H 3.036 3.231 1.519
H 0.951 0.719 4.487
H 1.074 -1.979 4.862
H 0.740 -4.041 3.086
H 1.916 -3.684 1.817
H 0.185 -3.585 1.468
H -1.824 2.989 1.638
H -3.867 1.616 0.487
H -3.739 -0.654 -1.275
H -3.049 -1.722 -0.049
H -2.110 -1.327 -1.500
H 0.295 4.153 0.695
H 0.340 6.115 2.596
H 0.701 5.943 5.299
H 1.623 4.492 5.789
H -0.129 4.475 5.873
C -4.078 4.916 -1.581
C -3.126 5.236 -2.730
N -2.296 4.104 -3.147
C -2.655 3.356 -4.350
C -3.697 2.269 -4.087
C -1.246 3.783 -2.379
O -0.968 4.355 -1.324
C -0.269 2.720 -2.827
C 1.000 3.141 -3.209
C 1.994 2.199 -3.385
C 1.719 0.885 -3.061
N 0.525 0.467 -2.632
C -0.469 1.362 -2.595
H -4.705 5.784 -1.381
H -3.510 4.680 -0.683
H -4.729 4.077 -1.827
H -2.457 6.038 -2.417
H -3.684 5.572 -3.602
H -1.749 2.912 -4.762
H -3.043 4.060 -5.085
H -3.361 1.603 -3.292
H -3.854 1.680 -4.990
H -4.653 2.704 -3.796
H 1.196 4.194 -3.365
H 2.980 2.479 -3.729
H 2.485 0.127 -3.154
H -1.450 0.984 -2.359
S 0.924 -7.647 -0.910
C 0.842 -5.867 -1.017
C -0.372 -5.200 -1.125
C -0.368 -3.821 -1.218
N 0.754 -3.090 -1.193
C 1.920 -3.740 -1.085
C 2.010 -5.116 -1.006
C 0.518 -7.757 0.842
C -0.798 -7.835 1.266
C -1.031 -7.941 2.634
N -0.049 -7.971 3.523
C 1.208 -7.906 3.111
C 1.549 -7.795 1.766
H -1.309 -5.737 -1.140
H -1.301 -3.284 -1.313
H 2.819 -3.139 -1.048
H 2.976 -5.594 -0.925
H -1.622 -7.833 0.564
H -2.040 -8.011 3.024
H 1.973 -7.945 3.878
H 2.585 -7.755 1.459
```

charge: +2
spin multiplicity: 4
calculated total energy: -72687.4851 eV
frontier orbital gap (alpha / beta): 8.4 / 4.3 eV
expectation value of S²: 3.76
LUMO level (alpha / beta): -4.98 / -9.06 eV
max |F|: 0.03193 Eh/bohr
ΔE to the lowest compared entry with this formula, charge and spin: 1.002 eV
HOMO energy (alpha / beta): -13.3561 / -13.3557 eV

***

(6)
DFT (ωB97M-V/def2-TZVPD) results for C2H5NO2 in the gas phase.

The geometry in XYZ format:
```
10
Properties=species:S:1:pos:R:3
C -1.467 0.255 -0.244
C -0.218 0.590 0.065
O 0.542 1.655 -0.094
N 0.803 -0.342 0.587
O 1.374 -1.324 -0.259
H -1.820 -0.748 -0.070
H -2.165 1.015 -0.553
H 1.431 0.943 0.300
H 0.496 -0.836 1.423
H 1.023 -1.208 -1.156
```

charge: 0
calculated total energy: -7736.2305 eV
frontier orbital gap: 9.8 eV
LUMO level: 0.79 eV
SMILES: C=C(O)NO
max |F|: 0.05451 Eh/bohr
ΔE to the lowest compared entry with this formula, charge and spin: 4.521 eV
HOMO energy: -9.0355 eV